Computed, not measured: a 8-piece molecular cluster, C7H32N15O7 overall, with ωB97M-V with the def2-TZVPD basis set.

Output
Charge: +1
Gap between HOMO and LUMO (eV): 10.3
E_HOMO (eV): -12.1

Last column: Löwdin charge in e.
Cartesian coordinates (Å):
N1 -20.0030 -24.0995 25.3210  0.29
H1 -20.6988 -24.8452 25.0739  0.08
H2 -19.5016 -24.2299 26.1910  0.06
H3 -20.5595 -23.2488 25.4450  0.09
H4 -19.4402 -23.9119 24.4822  0.08
C1 -21.8052 -26.6748 23.3149  -0.62
O1 -21.4263 -26.1972 24.3743  0.01
N2 -21.0342 -27.5052 22.5413  0.17
N3 -23.0722 -26.5161 22.8313  0.17
H5 -21.3673 -27.6790 21.6110  0.10
H6 -20.0738 -27.6214 22.8033  0.09
H7 -23.7214 -25.8285 23.1511  0.11
H8 -23.3486 -27.0198 22.0066  0.10
C2 -22.9682 -23.9072 27.8500  -0.67
O2 -23.9780 -24.0472 27.1850  0.03
N4 -22.5614 -24.8299 28.7724  0.15
N5 -22.0884 -22.8657 27.6304  0.15
H9 -23.1675 -25.5780 29.0562  0.11
H10 -21.8815 -24.5407 29.4528  0.08
H11 -21.2179 -22.7820 28.1270  0.07
H12 -22.5235 -22.0184 27.3115  0.10
C3 -18.4735 -20.5615 21.7593  -0.64
O3 -19.5424 -20.1664 22.2055  0.02
N6 -17.9861 -21.8259 21.9928  0.15
N7 -17.7044 -19.8126 20.9339  0.16
H13 -16.9886 -21.9404 22.0545  0.11
H14 -18.5682 -22.4430 22.5379  0.07
H15 -16.7807 -20.0786 20.6437  0.10
H16 -18.0026 -18.9098 20.6118  0.11
C4 -18.7923 -25.8629 27.9292  -0.67
O4 -18.2522 -26.2825 26.9272  0.04
N8 -19.6698 -26.6279 28.6622  0.16
N9 -18.7366 -24.5544 28.3800  0.15
H17 -19.9381 -27.4709 28.1877  0.11
H18 -20.1602 -26.2182 29.4290  0.07
H19 -18.1778 -23.8985 27.8568  0.08
H20 -19.0664 -24.3070 29.2926  0.09
C5 -18.2359 -25.2910 22.1446  -0.65
O5 -18.2530 -24.6551 23.1962  -0.01
N10 -17.6966 -26.5433 22.1065  0.16
N11 -18.5104 -24.7440 20.9320  0.18
H21 -17.5415 -26.9779 23.0037  0.11
H22 -17.8780 -27.2208 21.3843  0.10
H23 -18.6282 -25.3369 20.1331  0.10
H24 -18.6380 -23.7451 20.9215  0.08
C6 -22.5219 -21.7698 23.5093  -0.67
O6 -21.8538 -22.7324 23.1591  0.01
N12 -21.9817 -20.5112 23.6190  0.14
N13 -23.8170 -21.8342 23.9209  0.16
H25 -22.5309 -19.7072 23.8619  0.10
H26 -21.1151 -20.3902 23.1074  0.04
H27 -24.3623 -21.0616 24.2587  0.10
H28 -24.3519 -22.6796 23.8904  0.10
C7 -18.6235 -20.7033 26.3783  -0.65
O7 -18.9141 -21.8547 26.6973  -0.01
N14 -19.4864 -19.8554 25.7586  0.18
N15 -17.3629 -20.2133 26.5495  0.16
H29 -19.2397 -18.8825 25.7453  0.11
H30 -20.4159 -20.1524 25.5280  0.07
H31 -16.6052 -20.8368 26.7609  0.11
H32 -17.0726 -19.2893 26.2841  0.10

Computed, not measured: C6H13NO3 as an isolated structure, with ωB97M-V with the def2-TZVPD basis set.

Output
Gap between HOMO and LUMO (eV): 9.4
E_HOMO (eV): -8.9

Last column: Löwdin charge in e.
Cartesian coordinates (Å):
O1 -1.2074 -3.7044 2.2074  0.06
C1 -1.8322 -3.1887 1.2989  -0.23
N1 -1.7617 -0.7764 0.9391  -0.06
C2 -0.8276 -0.1362 1.8499  -0.29
C3 -1.5060 0.6492 2.9647  -0.18
C4 -0.5095 1.3074 3.9028  -0.27
C5 0.2174 2.5768 3.4201  -0.15
O2 -0.2680 3.3373 4.5391  -0.12
C6 -1.0613 2.2309 5.0015  -0.15
H1 -2.9388 -3.2561 1.2377  0.13
H2 -1.3179 -1.2920 -0.1436  0.20
H3 -0.1634 -0.8975 2.2804  0.11
H4 -0.1507 0.5289 1.2906  0.12
H5 -2.1550 1.4255 2.5273  0.12
H6 -2.1543 -0.0291 3.5404  0.12
H7 0.1881 0.5568 4.2988  0.14
H8 1.3158 2.5361 3.3954  0.12
H9 -0.1552 2.9807 2.4644  0.12
H10 -2.1407 2.4402 4.9256  0.12
H11 -0.8184 1.9592 6.0385  0.12
H12 -2.7508 -0.9809 0.9266  0.06
O3 -1.2659 -3.0679 -0.2506  -0.19
H13 -2.0392 -3.1297 -0.9176  0.10

Computed, not measured: C24H43IrN2P3S as an isolated structure, with ωB97M-V with the def2-TZVPD basis set.

Output
Charge: +3
Spin multiplicity: 5
Gap between HOMO and LUMO (spin up / spin down) (eV): 4.0 / 4.0
E_HOMO (spin up / spin down) (eV): -12.3 / -16.4

Last column: Mulliken spin population.
Cartesian coordinates (Å):
Ir1 0.0612 0.1845 0.3313  0.34
P1 2.0132 0.9296 1.4200  0.13
P2 -1.7331 1.6124 0.7564  0.10
P3 0.7017 1.2117 -1.4961  0.06
H1 -0.7478 -2.6097 -0.1813  0.00
C1 0.1169 -1.9879 -0.4523  0.19
C2 1.3501 -1.9646 0.2388  0.02
H2 1.4791 -2.5140 1.1689  -0.01
C3 2.5653 0.0791 2.9484  0.03
C4 1.9285 2.6986 1.9436  0.00
C5 3.6148 0.9031 0.5081  0.00
C6 -3.1384 0.7586 -0.0551  0.03
C7 -2.5301 1.9606 2.3842  0.02
C8 -1.7310 3.3598 0.1635  0.01
C9 2.1117 0.3707 -2.3505  0.00
C10 1.3188 2.9687 -1.4582  0.01
C11 -0.7311 1.5008 -2.6365  0.03
H3 0.3324 -2.0555 -1.5251  0.01
H4 2.2255 -1.8734 -0.4090  0.00
H5 2.3918 -1.0017 2.8661  0.01
H6 2.0335 0.4797 3.8209  0.02
H7 3.6436 0.2710 3.0552  0.00
H8 0.9185 2.9816 2.2735  0.01
H9 2.2333 3.3603 1.1191  0.00
H10 2.6353 2.8023 2.7841  0.00
H11 3.7595 -0.0819 0.0435  0.00
H12 4.4026 1.0609 1.2595  0.00
H13 3.6771 1.7057 -0.2392  0.00
H14 -4.0705 1.2920 0.1692  0.01
H15 -3.2113 -0.2553 0.3564  0.00
H16 -3.0073 0.6975 -1.1387  0.00
H17 -3.4671 2.5117 2.2100  0.00
H18 -1.8717 2.5868 3.0014  0.00
H19 -2.7603 1.0344 2.9245  0.00
H20 -2.6526 3.8458 0.5162  0.00
H21 -1.6920 3.4571 -0.9247  0.00
H22 -0.8854 3.8986 0.6117  0.00
H23 2.2080 0.7762 -3.3701  0.00
H24 1.9598 -0.7207 -2.4110  0.00
H25 3.0495 0.5625 -1.8130  0.00
H26 1.3912 3.3227 -2.5030  0.00
H27 2.3158 3.0407 -0.9997  0.00
H28 0.5999 3.6100 -0.9231  0.00
H29 -0.3512 1.5960 -3.6648  0.00
H30 -1.2651 2.4271 -2.3795  0.00
H31 -1.4435 0.6635 -2.5968  0.00
C12 -0.4772 -2.6589 -4.7624  0.28
C13 -1.5485 -2.5060 -5.6707  0.13
C14 -1.7025 -3.3991 -6.7472  0.01
C15 -0.7802 -4.4399 -6.9221  0.23
C16 0.3174 -4.5749 -6.0588  0.16
C17 0.4774 -3.6829 -4.9834  -0.04
S1 -0.1191 -1.3495 -3.6570  0.16
H32 -0.8778 -1.4310 -2.4375  0.07
H33 -2.1636 -1.6132 -5.5489  0.00
H34 -2.5383 -3.2248 -7.4409  0.00
H35 -0.9389 -5.1645 -7.7456  0.00
H36 1.0758 -5.3622 -6.2332  0.00
H37 1.3730 -3.6854 -4.3607  0.00
N1 -1.2414 -2.3087 3.6581  0.07
C18 -0.9341 -1.9856 2.3659  0.26
N2 -0.5311 -0.7149 2.2733  0.10
C19 -0.5688 -0.1707 3.5929  0.08
C20 -0.2355 1.0706 4.1728  0.40
C21 -0.3921 1.2427 5.5632  0.16
C22 -0.8450 0.1906 6.3674  0.21
C23 -1.1453 -1.0398 5.8083  0.49
C24 -1.0233 -1.1851 4.4440  0.05
H38 -1.5584 -3.2089 3.9941  0.00
H39 -0.9901 -2.7531 1.6039  0.00
H40 0.1618 1.8749 3.5566  0.15
H41 -0.1323 2.2020 5.9988  0.01
H42 -0.9420 0.3288 7.4466  0.01
H43 -1.4690 -1.9082 6.3754  0.00

Computed, not measured: an isolated ion of composition C4H5N2O5S and charge -1, with ωB97M-V with the def2-TZVPD basis set.

Output
Charge: -1
Gap between HOMO and LUMO (eV): 7.7
E_HOMO (eV): -4.1
Structure (SMILES): CN=[S@@](=O)([O-])n1c(O)coc1=O

Last column: Löwdin charge in e.
Cartesian coordinates (Å):
C1 0.2162 2.6497 -0.4517  -0.23
N1 0.8111 1.6124 0.3162  -0.28
S1 -0.2280 0.8233 1.1825  0.63
O1 0.3490 0.1374 2.3092  -0.31
O2 -1.5590 1.3357 1.3067  -0.31
N2 -0.4625 -0.8029 0.0219  0.05
C2 0.6922 -1.4285 -0.3294  -0.38
O3 1.9107 -0.8037 -0.3893  0.07
C3 0.4330 -2.7187 -0.6420  -0.08
O4 -0.9166 -2.9394 -0.4790  0.04
C4 -1.4606 -1.7214 -0.0075  -0.54
O5 -2.5941 -1.5073 0.2819  0.09
H1 -0.8494 2.7512 -0.2917  0.05
H2 0.5139 3.5984 -0.1317  0.04
H3 0.3791 2.4303 -1.5546  0.09
H4 1.7068 0.0210 -0.0464  -0.02
H5 1.0583 -3.4376 -1.0951  0.09

Computed, not measured: a 2-piece molecular cluster, C3H10Si2 overall, with ωB97M-V with the def2-TZVPD basis set.

Output
Gap between HOMO and LUMO (spin up / spin down) (eV): 9.4 / 7.7
E_HOMO (spin up / spin down) (eV): -9.0 / -8.5

Last column: Löwdin charge in e.
Cartesian coordinates (Å):
C1 -0.8587 1.3212 -0.0939  -0.03
C2 0.8031 -0.2752 0.0409  -0.46
C3 -2.2909 1.0177 0.2978  -0.22
Si1 2.5002 0.3918 -0.1798  0.49
Si2 0.0142 -1.8996 -0.1577  0.48
H1 -0.3756 2.3464 -0.2364  0.05
H2 -2.4968 -0.0643 0.2661  0.02
H3 -2.5037 1.3364 1.3844  0.09
H4 -3.0060 1.5126 -0.4625  0.09
H5 3.1930 -0.2413 1.0455  -0.05
H6 2.5386 1.7924 -0.1273  -0.12
H7 3.0800 0.0173 -1.5786  -0.06
H8 -0.2756 -2.4647 -1.3902  -0.11
H9 0.9058 -2.7960 0.4236  -0.11
H10 -1.2276 -1.9946 0.7681  -0.05

For the records above, the corresponding electronic energy values read -1634.075728, -516.737504, -2575.296035, -1039.353000, -698.994961 a.u..